[1]
A molecular structure, C11H16BrI2NO4Tm in a non-equilibrium geometry, computed with the ωB97M-V functional and the def2-TZVPD basis.

Structure (XYZ):
```
36
Properties=species:S:1:pos:R:3:forces:R:3
C -3.1474 -2.1982 3.1151 0.0 0.3 -0.5
C -2.3244 -1.1621 2.1211 0.8 -1.2 0.4
I -3.4863 0.6728 1.5970 1.4 -2.0 0.4
C -0.9612 -1.3851 1.5699 -0.9 0.3 -0.1
I 0.1811 -3.2407 2.0627 -1.8 2.5 -0.7
C -0.1560 -0.3666 0.5387 0.0 -1.0 0.0
C 1.2118 0.1233 1.2996 1.1 0.1 -0.3
C 1.2250 1.7273 1.7110 1.3 0.6 0.4
C 0.9611 2.7470 0.4527 6.5 -0.6 -5.6
O 1.8500 3.1027 -0.4795 -6.4 -2.3 6.7
O -0.4367 3.2812 0.3320 -0.3 -4.5 -4.9
O 0.0797 -1.1626 -0.6932 0.5 2.5 1.7
C 0.7171 -0.3668 -1.7489 0.2 -0.3 -2.6
C 1.9556 -1.3217 -2.3439 -0.9 -0.9 0.6
N 3.1984 -1.2913 -1.4824 -1.8 0.5 0.0
C -0.2653 -0.1032 -3.0733 0.8 1.3 -0.2
C -1.7305 0.5212 -2.6903 -4.3 -6.5 2.2
O -2.6547 -0.3194 -2.2109 6.0 6.0 -2.9
Br -2.2532 2.4705 -2.9424 0.9 -1.6 0.6
H -3.5398 -1.6425 4.0848 0.7 -0.9 -2.3
H -4.0596 -2.6099 2.4755 1.8 1.0 1.3
H -2.5308 -3.1237 3.4704 -0.8 1.9 -0.9
H -0.7683 0.5720 0.2119 0.6 -1.8 0.9
H 2.1730 -0.0256 0.6073 -2.3 0.3 1.3
H 1.4579 -0.4620 2.2951 -0.7 1.3 -2.0
H 0.5364 1.9486 2.6510 0.8 -0.5 -1.8
H 2.3349 1.9537 2.0883 -2.3 -0.4 -0.9
H -0.8582 2.6887 -0.3608 -0.2 0.9 0.0
H 1.0991 0.6896 -1.4251 -0.6 -2.0 -0.1
H 1.5283 -2.4331 -2.2663 0.8 2.5 -0.3
H 2.1344 -1.1292 -3.4847 0.0 0.0 2.3
H 3.5403 -0.3127 -1.3639 -0.2 -1.2 -0.1
H 2.9552 -1.7274 -0.5543 0.6 0.7 -1.4
H 0.3376 0.6862 -3.7347 -1.4 -1.7 1.4
H -0.3269 -1.0879 -3.7083 -0.5 1.9 1.4
Tm 0.0226 4.2868 1.8790 0.6 4.9 5.8
```
Forces are in eV/Å.

Properties
2S+1: 3
<S²>: 2.025
Orbital gap (spin up / spin down): 4.62 / 3.78 eV
Largest force on an atom: 9.535 eV/Å
Net charge: +3

---

[2]
2 unconnected molecules or ions with the total composition C11H16BrN2O2 in a non-equilibrium geometry, computed with the ωB97M-V functional and the def2-TZVPD basis.

Structure (XYZ):
```
32
Properties=species:S:1:pos:R:3:forces:R:3
Br -0.8673 -1.7317 1.7170 -0.1 -0.1 0.1
C -1.9177 -0.7255 0.4275 0.0 0.0 -0.1
C -3.3941 -1.1942 0.4550 0.1 0.1 0.0
C -4.3962 -0.0726 0.6503 0.0 0.1 0.0
N -3.9742 1.1035 -0.1909 0.2 -0.1 -0.2
C -2.7893 1.7676 0.4519 0.0 -0.1 0.1
C -1.6137 0.7879 0.5977 0.0 0.0 0.0
H -1.4895 -1.0359 -0.5217 0.0 0.0 0.0
H -3.5531 -1.9211 1.2496 0.0 0.0 0.0
H -3.6078 -1.7169 -0.4804 0.0 0.0 0.0
H -5.4056 -0.3626 0.3649 0.0 0.0 0.0
H -4.4114 0.2985 1.6751 0.0 -0.1 0.0
H -4.7366 1.7680 -0.3222 0.0 0.0 0.1
H -3.7153 0.7688 -1.1228 -0.1 0.1 0.0
H -3.1591 2.0996 1.4211 0.1 0.0 0.0
H -2.5213 2.6442 -0.1335 0.0 0.0 0.0
H -0.8430 1.0467 -0.1283 0.0 0.0 0.0
H -1.1745 0.9609 1.5788 0.0 0.0 0.0
C 2.9814 -1.7218 0.4108 0.0 0.0 0.0
C 4.1244 -1.9853 -0.3319 0.0 0.0 0.0
C 4.7534 -0.9655 -1.0310 0.0 0.0 0.0
C 4.2155 0.3050 -0.9618 0.2 0.1 0.3
C 3.0852 0.5964 -0.2220 0.0 0.0 0.0
C 2.4655 -0.4333 0.4673 0.0 0.0 -0.1
N 4.8675 1.4008 -1.7120 -0.8 -0.4 -1.0
O 5.8049 1.1075 -2.4204 0.3 0.1 0.3
O 4.3132 2.4821 -1.7042 0.3 0.2 0.3
H 2.4947 -2.5238 0.9507 0.0 0.0 0.0
H 4.5303 -2.9868 -0.3697 0.0 0.0 0.0
H 5.6416 -1.1418 -1.6194 0.0 0.0 0.0
H 2.7164 1.6110 -0.1937 0.0 0.0 0.0
H 1.5754 -0.2294 1.0482 0.1 0.0 0.0
```
Forces are in eV/Å.

Properties
2S+1: 1
Orbital gap: 8.47 eV
Largest force on an atom: 1.317 eV/Å
Net charge: +1

---

[3]
A molecular structure, C11H16ClHfO5P in a non-equilibrium geometry, computed with the ωB97M-V functional and the def2-TZVPD basis.

Structure (XYZ):
```
35
Properties=species:S:1:pos:R:3:forces:R:3
Cl -1.3861 2.7936 -2.3073 0.7 -0.3 0.4
C -0.6861 -1.5375 -1.9224 1.1 -0.5 -1.8
C 0.7395 -1.6970 -1.7160 -1.0 0.4 -0.9
C 1.4028 -0.6783 -2.4791 -0.4 0.0 0.0
H 1.2288 -2.5080 -1.1841 -0.1 0.3 0.1
C 0.4264 0.1180 -3.1701 -0.6 -1.1 -0.6
C -0.8824 -0.4225 -2.8273 1.0 -1.1 -0.9
H -1.8172 -0.1001 -3.2841 0.2 0.0 0.3
H -1.4707 -2.2177 -1.5885 0.3 0.4 0.1
H 2.4761 -0.5371 -2.6026 -0.2 -0.1 0.2
C 0.7134 1.1922 -4.1778 0.0 0.4 0.1
Hf -0.0885 0.4505 -0.8870 -2.6 1.3 -0.3
C 1.8082 1.3714 -0.1404 6.7 2.5 2.5
O 2.7835 1.7755 0.3418 -4.7 -1.8 -2.3
C -1.6647 2.0655 -0.5233 -3.1 0.9 3.0
O -2.4827 2.5679 0.1902 2.5 -1.3 -2.1
H 1.6696 1.6852 -3.9689 -0.1 -0.2 -0.1
H -0.0629 1.9630 -4.1540 0.2 -0.3 -0.2
H 0.7420 0.7936 -5.2015 0.1 -0.1 0.4
C -1.6059 1.1955 3.7239 -0.7 0.7 0.6
O -1.0489 0.0676 2.9971 1.1 0.7 -1.9
P -0.2400 0.0412 1.5986 -1.0 -4.1 4.7
O 1.1581 -0.7092 2.0685 -1.8 1.0 -1.5
C 1.9591 0.0499 2.9992 0.6 -0.1 0.5
O -1.0467 -1.2604 0.8418 1.8 2.8 0.4
C -0.9517 -2.6272 1.3797 -0.3 -0.5 0.0
H -2.5890 1.4707 3.3039 0.5 -0.2 0.1
H -0.9489 2.0889 3.7442 -0.2 -0.7 -0.1
H -1.7570 0.8202 4.7476 0.2 0.2 -0.5
H 2.9922 -0.1537 2.7283 0.0 0.0 0.2
H 1.7888 1.1308 2.9461 -0.1 -0.1 0.0
H 1.7391 -0.3106 4.0071 0.1 0.1 -0.2
H -0.1020 -3.1536 0.9332 -0.2 0.3 0.2
H -0.9077 -2.6157 2.4705 0.3 0.2 -0.2
H -1.8885 -3.1125 1.1128 0.1 0.1 -0.2
```
Forces are in eV/Å.

Properties
2S+1: 1
Orbital gap: 6.34 eV
Largest force on an atom: 7.586 eV/Å
Energy relative to the best compared isomer or geometry (same formula, charge and spin): 84.2 kJ/mol
Net charge: +2

---

[4]
A single C11H16ClNO2 molecule in a non-equilibrium geometry, computed with the ωB97M-V functional and the def2-TZVPD basis.

Structure (XYZ):
```
31
Properties=species:S:1:pos:R:3:forces:R:3
C -0.7990 1.7853 0.6811 -0.1 0.2 0.0
C -0.9406 0.4771 1.3236 0.2 -0.4 0.1
C 0.0045 1.4321 -1.5529 0.4 -0.4 -0.9
C -0.2351 -0.6259 1.0045 0.5 1.1 -2.3
C 0.6751 0.2624 -1.4996 -1.4 -0.4 2.6
C 0.9245 -0.4856 -0.1004 0.5 -0.1 -0.1
C -0.1747 2.1631 -2.8673 0.1 -0.2 0.2
C 2.0498 0.3055 0.5925 -0.1 0.0 -0.1
C 1.4658 -1.8774 -0.4502 0.0 0.1 0.0
C -2.0013 0.4561 2.3858 0.0 -0.1 0.1
C -0.5833 -1.9939 1.5183 -0.1 0.0 0.4
N -0.4565 2.1489 -0.4881 -0.1 0.5 0.6
O 1.1964 -0.3538 -2.5777 0.0 0.0 -0.2
O -1.4579 -2.6579 0.6273 -0.1 -0.2 -0.3
Cl -3.5238 -0.2546 1.7170 -0.1 0.0 0.1
H -1.1334 2.6185 1.2986 -0.1 0.0 0.2
H -0.5815 3.1475 -2.6574 0.0 0.0 0.0
H -0.8785 1.6332 -3.5107 0.0 0.0 -0.2
H 0.7702 2.2898 -3.3963 0.1 0.0 -0.1
H 1.7433 1.3287 0.7959 0.0 0.1 0.0
H 2.9322 0.3253 -0.0432 0.1 0.0 -0.1
H 2.3123 -0.1669 1.5374 0.0 -0.1 0.1
H 1.9605 -2.3256 0.4075 0.0 -0.1 0.1
H 2.1991 -1.7967 -1.2464 0.1 -0.1 0.0
H 0.6647 -2.5292 -0.7858 0.0 -0.1 -0.1
H -2.2649 1.4632 2.7099 0.1 -0.1 0.0
H -1.7375 -0.1493 3.2521 -0.1 0.1 -0.1
H -1.0421 -1.9206 2.5137 0.2 0.0 -0.1
H 0.2918 -2.6374 1.6026 -0.1 0.1 0.1
H 0.9058 0.1011 -3.3780 0.0 0.0 0.0
H -2.2859 -2.1632 0.5861 0.1 0.1 0.1
```
Forces are in eV/Å.

Properties
2S+1: 1
Orbital gap: 8.17 eV
Largest force on an atom: 2.988 eV/Å
Energy relative to the best compared isomer or geometry (same formula, charge and spin): 0.0 kJ/mol

---

[5]
A molecular structure, C11H16F3N4OPtS, computed with the ωB97M-V functional and the def2-TZVPD basis.

Structure (XYZ):
```
37
Properties=species:S:1:pos:R:3:forces:R:3
Pt -0.0794 -0.0088 -0.3130 -0.5 -0.5 -0.2
N 2.1131 0.4836 3.5165 0.0 0.1 0.0
C 1.4659 0.4859 2.3388 -0.2 -0.1 0.0
O 0.3593 -0.0463 2.2181 0.2 -0.1 0.0
C 2.1462 1.1730 1.1756 0.2 -0.2 0.0
C 1.8301 0.4649 -0.1328 -0.1 0.9 0.1
H 1.7002 0.0086 4.3022 0.0 0.0 0.0
H 3.0248 0.8903 3.6227 0.0 0.0 0.0
H 3.2249 1.2117 1.3571 0.0 0.1 -0.1
H 1.7953 2.2062 1.1301 0.0 0.0 0.1
H 2.3099 -0.5226 -0.1638 -0.1 -0.1 -0.1
H 2.1475 1.0566 -0.9893 0.3 0.0 0.1
F -4.2755 -5.3687 -2.4561 0.0 0.0 0.0
C -2.9643 -5.5364 -2.2344 0.1 0.1 0.0
F -2.8160 -6.5278 -1.3506 0.0 0.0 -0.1
F -2.3994 -5.9134 -3.3887 0.0 0.0 0.0
C -2.3483 -4.2453 -1.7377 -0.2 -0.1 0.0
C -1.7670 -4.1624 -0.4890 0.1 0.0 0.1
C -1.2725 -2.9367 -0.0777 0.0 0.1 0.0
N -1.3323 -1.8394 -0.8404 -0.3 0.0 0.0
C -1.8966 -1.9349 -2.0543 0.0 0.0 0.0
C -2.4188 -3.1167 -2.5385 0.0 0.0 -0.1
H -1.7062 -5.0246 0.1593 0.0 0.0 0.0
H -0.8259 -2.8155 0.9011 0.0 0.0 0.0
H -1.9328 -1.0242 -2.6363 0.0 0.0 0.0
H -2.8765 -3.1532 -3.5181 0.0 0.0 0.0
C -1.2679 3.3235 2.9547 0.0 -0.1 0.0
N -0.8332 3.0563 1.5925 0.0 0.0 0.0
C -1.5188 2.3528 0.7087 0.0 0.1 0.0
N -2.7155 1.8893 1.0487 0.0 0.0 -0.1
S -0.9087 2.1078 -0.9105 0.5 -0.4 0.1
H -0.4933 3.8893 3.4622 0.0 0.0 0.0
H -1.4246 2.3898 3.4990 0.0 0.0 0.0
H -2.1851 3.9143 2.9631 0.0 0.0 0.0
H 0.0528 3.4086 1.2731 0.0 0.1 0.0
H -3.1050 2.0092 1.9692 0.0 0.0 0.0
H -3.2468 1.3865 0.3592 0.0 0.0 0.0
```
Forces are in eV/Å.

Properties
2S+1: 1
Orbital gap: 7.50 eV
Largest force on an atom: 0.923 eV/Å
Energy relative to the best compared isomer or geometry (same formula, charge and spin): 137.8 kJ/mol
Net charge: +1

---

[6]
A molecular structure, C11H16HgN2O4S in a non-equilibrium geometry, computed with the ωB97M-V functional and the def2-TZVPD basis.

Structure (XYZ):
```
35
Properties=species:S:1:pos:R:3:forces:R:3
Hg 0.3516 -1.3053 -1.4661 -1.2 1.2 1.2
O 3.3831 0.0017 0.6075 -1.8 -1.1 -1.7
C 2.6270 -0.4542 -0.1098 1.6 0.9 1.5
C -2.2025 -1.7085 -2.3824 -2.5 0.3 -0.1
O -3.3329 -1.5759 -2.4058 2.8 -0.4 0.0
C -0.0011 -3.3376 0.3718 -0.6 -1.5 1.9
O -0.2798 -3.9880 1.2633 0.7 1.6 -2.2
C 0.5579 0.8443 -3.2009 0.0 2.1 -1.0
O 0.5423 1.8771 -3.6763 0.0 -2.5 1.1
C 2.8033 -4.0448 -4.3952 -0.5 0.1 0.1
H 3.4157 -3.2168 -4.7649 -0.2 -0.3 0.0
H 3.2153 -4.6338 -3.5703 -0.1 0.1 -0.4
C 1.6053 -4.3260 -4.9300 0.2 0.3 0.3
H 0.9935 -5.1550 -4.5621 0.3 0.2 -0.2
H 1.1944 -3.7383 -5.7564 0.2 -0.3 0.2
C -1.2408 -0.6878 2.7986 -0.6 -0.3 0.1
N -0.9803 0.7428 2.6208 -0.1 0.2 -1.3
C -0.5006 1.4677 3.7958 0.0 0.1 0.6
C -1.0329 1.2665 1.3737 1.6 0.8 1.7
S -1.6507 0.2804 0.0921 0.8 -1.1 -1.3
N -0.5502 2.5222 1.1203 -1.0 -1.0 -0.4
C -0.7647 3.7114 1.9546 0.2 0.6 0.4
C -0.2170 2.8366 -0.2700 -0.2 0.2 -0.3
H -1.1747 -0.9188 3.8624 -0.1 0.0 -0.2
H -0.5188 -1.3054 2.2485 0.0 0.3 0.2
H -2.2406 -0.9403 2.4290 0.2 0.0 0.3
H 0.4097 2.0403 3.5798 -0.2 -0.2 0.0
H -1.2760 2.1382 4.1989 0.3 -0.3 -0.1
H -0.2831 0.7344 4.5801 0.1 0.3 -0.3
H 0.2088 4.1659 2.2026 -0.4 -0.1 -0.1
H -1.3564 4.4531 1.3963 0.2 -0.4 0.1
H -1.3014 3.4863 2.8745 0.1 0.1 -0.4
H 0.6516 2.2591 -0.6068 0.0 0.2 0.2
H -1.0555 2.6034 -0.9363 0.1 0.2 0.1
H 0.0008 3.9051 -0.3372 0.1 -0.3 0.0
```
Forces are in eV/Å.

Properties
2S+1: 1
Orbital gap (spin up / spin down): 4.72 / 4.72 eV
Largest force on an atom: 2.810 eV/Å
Net charge: +2